{
  "formula": "C4H4N2O",
  "method": "wB97M-V/def2-TZVPD",
  "symbols": ["O", "C", "C", "C", "N", "C", "N", "H", "H", "H", "H"],
  "coordinates": [[2.208, -1.155, 0.813], [1.503, -1.009, -0.156], [0.923, 1.637, -0.448], [-0.267, 1.429, 0.080], [-1.163, 0.384, 0.263], [-0.903, -0.935, -0.041], [0.208, -1.499, -0.249], [1.882, -0.568, -1.100], [-0.564, 2.421, 0.450], [-2.129, 0.631, 0.413], [-1.815, -1.534, -0.090]],
  "orbital_gap_ev": 8.653,
  "de_lowest_kj_mol": 465.3,
  "multiplicity": 1,
  "mol_weight_g_mol": 96.1,
  "homo_energy_ev": -9.7,
  "total_charge": 0
}

{
  "formula": "C4H4N2O2",
  "method": "wB97M-V/def2-TZVPD",
  "symbols": ["C", "C", "C", "C", "H", "H", "H", "H", "N", "N", "O", "O"],
  "coordinates": [[1.719, -1.200, -0.079], [0.608, -0.431, -0.132], [-0.141, 1.824, 0.219], [-0.860, -0.763, -0.295], [1.857, -2.275, -0.339], [2.699, -0.591, 0.544], [0.418, 2.663, 0.336], [-2.811, -0.216, -0.062], [-1.390, 1.489, 0.614], [-1.819, 0.211, 0.098], [0.852, 1.129, -0.159], [-1.130, -1.841, -0.744]],
  "orbital_gap_ev": 8.997,
  "smiles": "C=C1OC=NNC1=O",
  "de_lowest_kj_mol": 490.1,
  "multiplicity": 1,
  "mol_weight_g_mol": 112.1,
  "homo_energy_ev": -8.9,
  "total_charge": 0
}

{
  "formula": "C4H4N2O2",
  "method": "wB97M-V/def2-TZVPD",
  "symbols": ["C", "C", "C", "C", "H", "H", "H", "H", "N", "N", "O", "O"],
  "coordinates": [[0.727, -0.990, -1.170], [-0.458, -0.460, -0.294], [-0.422, 0.705, 0.504], [0.714, 1.413, 0.984], [1.298, -0.141, -1.679], [0.251, -1.529, -1.972], [1.373, -1.733, -0.712], [1.582, 1.062, 0.642], [-1.804, -0.937, -0.141], [-2.438, -0.282, 0.633], [-1.590, 0.745, 1.200], [0.766, 2.148, 2.005]],
  "orbital_gap_ev": 9.316,
  "smiles": "Cc1nnoc1C=O",
  "de_lowest_kj_mol": 385.8,
  "multiplicity": 1,
  "mol_weight_g_mol": 112.1,
  "homo_energy_ev": -10.4,
  "total_charge": 0
}

{
  "formula": "C4H4N2O2",
  "method": "wB97M-V/def2-TZVPD",
  "symbols": ["C", "C", "C", "C", "H", "H", "H", "H", "N", "N", "O", "O"],
  "coordinates": [[-1.941, 0.848, -0.009], [-1.096, -0.199, 0.130], [1.264, 0.780, -0.088], [0.950, -1.348, -0.173], [-3.034, 0.658, 0.655], [-1.595, 2.011, -0.655], [-1.426, -1.181, 0.633], [1.266, 1.795, 0.085], [0.334, -0.157, -0.145], [2.503, 0.323, 0.004], [2.337, -1.148, -0.038], [0.440, -2.382, -0.400]],
  "orbital_gap_ev": 10.210,
  "de_lowest_kj_mol": 437.4,
  "multiplicity": 1,
  "mol_weight_g_mol": 112.1,
  "homo_energy_ev": -9.7,
  "total_charge": 0
}

Calculated LUMO in order - -1.0; 0.1; -1.1; 0.5 eV
Calculated largest force on an atom in order - 0.013; 0.145; 0.125; 0.096 hartree/bohr